Entry A
C2H7O2PS | ωB97M-V/def2-TZVPD

Summary:
- LUMO energy (eV) = -0.1
- orbital gap (eV) = 9.6
- HOMO level (eV) = -9.6

Positions of all 13 atoms, in Å:
H 2.103 -0.818 -0.506
P 1.005 -1.035 0.495
O -0.969 1.293 0.131
H 0.501 1.205 2.213
H -1.361 -1.680 -1.825
C 1.519 0.976 1.663
H -2.046 -1.582 -0.162
O 0.219 0.421 -1.848
H 1.474 1.533 0.740
C -1.795 -1.040 -1.081
H 2.450 0.998 2.213
H -2.628 -0.439 -1.423
S -0.471 0.166 -0.610


Entry B
C2H7O2PS | ωB97M-V/def2-TZVPD

Summary:
- LUMO energy (eV) = -0.8
- orbital gap (eV) = 8.9
- HOMO level (eV) = -9.7
- SMILES = CC[P@H](=O)OS

Positions of all 13 atoms, in Å:
H 0.448 1.211 -1.390
H -2.232 0.622 0.396
H -2.838 -1.166 0.167
H -1.216 -0.635 -1.681
H 3.662 0.932 1.338
H -0.228 -1.763 -0.291
O 1.234 1.150 0.732
S 2.787 2.053 1.162
O 1.919 -0.574 -1.049
C -0.851 -0.875 -0.551
C -1.973 -0.481 0.371
P 0.821 0.246 -0.574
H -1.531 -0.719 1.371


Top of the stability list: entry B, leading by 0.0504 hartree.


Entry A
C2H6NO | ωB97M-V/def2-TZVPD

Summary:
- LUMO energy (eV) = 4.8
- orbital gap (eV) = 6.8
- charge = -1
- HOMO level (eV) = -2.0
- SMILES = CNC[O-]

Positions of all 10 atoms, in Å:
C 1.386 0.536 0.211
H -0.324 -0.180 -1.471
H 1.936 1.164 -0.504
N -0.018 0.908 0.287
H 1.543 -0.501 -0.114
H -0.349 0.829 1.237
H 1.883 0.572 1.191
O -0.745 -1.387 -0.011
C -0.815 -0.101 -0.472
H -1.862 0.247 -0.576


Entry B
C2H6NO | ωB97M-V/def2-TZVPD

Summary:
- LUMO energy (eV) = 4.4
- orbital gap (eV) = 5.9
- charge = -1
- HOMO level (eV) = -1.5

Positions of all 10 atoms, in Å:
H 0.730 -0.761 1.128
O -1.563 -0.493 -1.303
H 2.085 1.106 0.275
H 0.820 -1.000 -0.667
N 1.481 0.666 0.953
C -0.921 -0.002 -0.084
H -0.776 0.278 -1.363
C 0.602 -0.296 0.173
H -1.414 -0.593 0.704
H -1.044 1.095 0.185


Top of the stability list: entry A, leading by 0.1569 hartree.


Entry A
C39H91N13O13 | ωB97M-V/def2-TZVPD

Summary:
- LUMO energy (eV) = 0.0
- orbital gap (eV) = 8.0
- HOMO level (eV) = -8.0

Positions of all 156 atoms, in Å:
H 19.783 15.139 1.303
O 20.189 25.910 1.728
H 25.779 22.044 4.714
H 21.759 23.610 -1.537
O 20.669 19.677 -4.722
O 26.292 15.689 -1.595
H 27.557 18.728 -2.567
H 19.297 21.102 -7.783
H 18.949 18.816 2.331
H 23.266 28.861 1.288
H 15.835 21.867 4.169
H 19.995 21.984 1.981
H 22.748 16.735 -0.478
H 16.311 19.719 -1.640
C 25.505 19.768 -0.594
H 20.240 27.612 -0.211
C 19.295 16.090 1.515
H 16.543 20.912 2.888
N 20.082 16.908 2.444
C 22.001 24.639 -1.802
C 17.185 16.162 -2.741
H 22.637 17.950 -1.638
H 18.064 23.083 5.082
O 22.074 15.966 1.862
H 19.686 18.515 3.871
H 18.781 21.597 0.652
N 26.953 19.894 -0.783
H 18.473 19.546 -7.501
C 16.358 22.005 -4.262
N 17.382 22.586 -3.576
H 22.028 26.028 2.674
H 17.380 15.141 -3.070
H 19.241 24.139 9.887
O 27.396 20.237 1.486
H 12.880 18.845 0.200
O 21.794 22.681 3.279
H 17.328 16.323 -1.673
O 16.320 23.952 1.214
C 20.981 19.315 -5.848
C 23.041 16.946 -1.507
C 19.153 20.284 -7.076
C 16.224 21.921 3.153
H 20.186 17.447 -3.912
C 13.631 19.634 0.248
H 16.646 21.487 -5.190
C 20.274 20.664 -1.140
N 23.100 24.897 -2.685
H 18.329 15.827 1.944
N 20.317 19.591 -6.973
C 21.705 20.335 0.864
H 25.822 17.048 -3.428
C 24.363 24.730 -1.939
N 14.334 19.774 -0.990
H 28.391 20.195 -2.410
N 18.126 17.055 -3.397
H 28.809 20.347 -0.006
O 22.420 19.522 0.292
C 24.324 22.843 2.314
H 17.380 22.980 9.449
O 23.973 25.431 -4.711
C 17.223 23.329 -2.380
H 24.591 22.692 5.761
H 14.175 19.241 1.107
H 23.944 27.590 0.258
O 17.031 21.836 7.768
H 19.385 23.385 -3.798
H 18.549 18.949 -4.082
H 18.687 20.617 -6.148
H 21.857 20.748 1.873
N 24.355 16.721 -1.995
N 24.035 22.664 3.713
H 18.918 21.995 4.108
H 25.551 23.793 4.661
H 23.974 22.003 1.713
H 22.102 25.082 -0.811
C 17.717 18.287 -3.794
C 19.861 21.954 7.265
H 19.291 21.635 6.393
H 20.453 22.843 9.894
C 17.720 22.430 8.557
H 23.749 23.689 1.939
H 15.652 21.287 -1.644
C 15.659 20.369 -1.056
H 21.271 20.023 -8.838
H 24.510 25.534 -1.217
C 19.626 16.791 -3.246
H 21.042 24.920 -2.236
H 22.372 16.317 -2.095
H 25.141 24.775 -2.701
H 20.692 22.602 6.987
H 15.356 22.259 2.587
C 20.987 19.183 -8.204
O 16.515 18.626 -3.819
H 19.359 21.741 -3.562
N 17.263 22.967 3.060
H 23.813 27.301 2.057
C 22.774 22.609 4.063
H 21.911 18.759 -6.045
H 19.000 22.463 -5.171
H 26.668 20.282 -2.780
N 21.955 27.305 1.090
H 19.217 20.567 -1.390
N 19.095 22.516 8.388
N 20.605 20.852 0.281
H 16.168 16.303 -3.105
H 24.157 16.351 -3.872
C 19.274 18.014 2.995
H 20.310 18.707 -8.913
C 21.209 28.021 0.076
C 25.036 22.839 4.778
H 13.041 20.497 0.559
C 17.223 23.810 2.044
H 19.208 16.612 0.562
H 21.762 28.154 -0.854
H 21.877 18.556 -8.143
H 24.693 15.729 -0.253
H 17.364 24.391 -2.583
H 25.105 20.124 0.355
H 20.786 19.845 -1.644
H 17.953 23.108 -1.602
H 20.091 16.806 -2.260
C 27.788 20.075 0.302
H 22.724 22.467 5.153
C 18.807 22.511 -4.100
H 24.365 23.777 -1.409
H 24.487 18.119 -3.560
C 21.443 16.747 2.617
C 18.336 22.913 4.040
H 21.905 17.324 3.434
C 19.806 23.449 9.260
C 13.801 19.288 -2.175
O 15.239 22.046 -3.834
C 24.738 17.087 -3.316
H 19.840 15.763 -3.538
H 25.307 18.715 -0.795
C 22.990 25.177 -4.016
H 16.110 20.628 -0.099
C 23.390 27.784 1.177
H 16.298 23.225 -1.813
C 21.358 26.369 1.870
H 18.145 24.410 2.074
H 14.427 19.408 -3.073
H 19.941 22.846 0.436
H 21.953 25.035 -4.355
C 19.802 21.876 0.914
C 27.420 19.746 -2.202
H 21.047 29.037 0.435
H 18.368 17.628 3.461
O 12.710 18.782 -2.100
H 25.094 20.336 -1.428
H 20.541 21.633 -1.562
C 25.153 15.956 -1.227
H 19.071 23.646 3.706
H 20.504 24.129 8.772
H 25.390 22.849 2.086
H 20.258 21.094 7.805


Entry B
C39H91N13O13 | ωB97M-V/def2-TZVPD

Summary:
- LUMO energy (eV) = 0.0
- orbital gap (eV) = 9.1
- HOMO level (eV) = -9.1

Positions of all 156 atoms, in Å:
C 1.442 -0.960 -0.665
H -6.873 4.167 -1.227
N 0.172 -0.269 -0.475
C -8.650 5.082 -2.066
H 9.031 -3.655 -5.509
H -2.046 -9.676 -1.619
H -4.674 -5.996 -0.539
H 3.635 -4.232 -6.241
H 2.639 -2.842 -6.191
C 8.021 -3.575 -5.107
C 5.602 4.607 0.267
N -0.214 -9.332 -2.434
C -1.251 1.665 0.036
H 6.701 -0.120 -2.599
H 9.110 2.364 6.123
H 8.132 0.283 -3.591
N -3.820 -1.183 6.519
H -1.583 11.228 1.664
C 7.201 0.869 4.478
H -1.742 1.365 0.962
H -6.308 3.577 5.278
H -0.997 -11.110 -1.628
N -9.769 5.574 -1.470
H 8.044 -5.219 0.642
H -6.776 7.386 5.191
H 6.547 4.067 0.227
H -3.374 -5.498 1.514
C 2.013 -8.499 -3.025
O 3.090 -4.371 -9.060
H 3.016 5.302 -3.308
H -1.495 -6.127 2.449
H 7.638 -4.592 -5.015
H 8.466 3.882 5.190
H -1.731 8.850 0.924
C 1.031 -9.618 -2.754
C -7.359 5.134 -1.355
H 6.586 2.615 5.342
H 6.666 -9.659 -0.879
C 7.342 -1.595 -4.094
H 3.539 -1.689 -10.412
H 8.497 -3.040 -3.233
H 5.740 0.104 3.005
H -2.559 -1.435 9.537
H -1.609 8.312 2.556
H 5.364 5.298 1.076
H 7.116 -5.940 1.969
H -8.204 5.832 5.791
C -0.782 10.796 3.540
H -1.894 1.533 -0.835
C -2.771 -5.034 -0.430
H -9.534 -0.532 0.054
C -7.437 -0.531 -3.675
H 6.317 -5.222 0.586
C -3.419 -1.638 8.899
H -1.901 -10.653 -3.097
H -8.174 -1.186 -4.141
H -0.236 8.740 1.697
H -6.721 5.563 -2.128
O -5.035 4.985 3.866
N 4.362 5.014 -1.822
H 1.425 -1.817 -1.339
H 7.363 -3.257 -5.916
C 2.808 -3.753 -6.766
N -6.571 4.543 5.415
C 4.083 5.470 -3.165
H 2.148 -0.250 -1.096
H -0.321 -8.360 -2.182
H -8.447 0.783 0.043
N 7.924 -2.748 -4.012
C 5.764 0.533 4.006
H -11.407 4.747 -2.731
C -5.799 5.409 4.719
H -11.745 6.312 -1.983
H -4.134 -0.869 9.190
C 7.614 -0.509 -3.050
N 7.158 -7.233 0.372
N 7.366 2.108 4.947
C -1.367 -10.276 -2.225
C 4.339 -1.792 -9.680
H 1.737 -1.340 0.313
H -2.082 12.270 4.251
H -0.482 12.155 5.086
C 7.173 -5.827 0.886
H -3.695 -2.667 9.130
C -5.895 6.872 4.806
C -7.534 -0.160 -2.288
H -4.273 -4.967 -1.940
H -4.120 -0.079 4.922
C -1.467 -5.359 1.676
H -0.660 12.940 3.510
H 4.493 4.937 -4.022
O -0.328 9.893 4.273
O 1.115 1.830 -0.269
C 3.295 -3.578 -8.187
H 4.201 6.551 -3.245
H 9.514 2.591 4.559
N -2.672 -5.174 0.865
H -9.587 6.264 -0.755
H -11.598 4.832 -1.044
H -7.552 4.924 7.271
O 8.119 -0.004 4.596
H 5.525 -0.252 4.723
N -8.804 -0.002 -1.916
H -6.519 -1.112 -3.764
H -7.260 5.700 -0.429
C -11.175 5.388 -1.880
H 7.801 -9.612 0.416
H 4.921 3.764 0.381
H 8.262 -9.959 -1.281
H -7.208 0.301 -4.341
H 8.198 -0.664 -2.143
C -7.812 4.906 6.212
H -4.707 -4.180 -0.523
C 5.312 5.422 -0.994
C 7.958 -7.825 -0.565
H -4.724 -0.864 6.838
H 1.943 -4.374 -6.533
H -2.502 -0.764 4.937
H -8.485 4.072 6.012
C 7.671 -9.320 -0.626
H 1.521 -7.556 -2.788
H -10.016 1.159 -0.424
H 6.472 -7.915 0.662
O 6.033 6.377 -1.253
O 6.550 -1.193 -4.962
O 1.359 -10.769 -2.936
H -1.153 2.728 0.256
O -1.878 -4.595 -1.160
H 5.111 -2.277 -10.277
O -6.607 -0.057 -1.566
H 2.847 -8.735 -2.365
H 4.995 1.298 4.110
H 4.320 -1.934 -7.622
N -1.242 10.513 2.291
O -1.822 -2.035 7.121
O -8.732 4.457 -3.131
C -9.280 0.360 -0.519
H -9.501 -0.090 -2.642
H -1.053 -4.388 1.950
O 8.970 -7.359 -1.117
H 2.415 -8.419 -4.035
H -4.064 -1.832 4.724
C 0.115 1.070 -0.273
H 3.672 4.386 -1.434
C -1.254 9.086 1.875
H -0.702 -0.770 -0.413
C -1.009 12.117 4.133
C -2.937 -1.611 7.429
N 3.951 -2.405 -8.435
H -5.639 7.404 3.890
C 8.682 2.814 5.227
C -3.548 -0.976 5.158
H 4.895 -0.883 -9.452
H -0.625 -5.811 1.151
H -5.082 7.180 5.463
C -4.185 -5.076 -0.859


Top of the stability list: entry B, leading by 0.0968 hartree.


Entry A
C5H14NO | ωB97M-V/def2-TZVPD

Summary:
- LUMO energy (eV) = -3.0
- orbital gap (eV) = 12.6
- charge = +1
- HOMO level (eV) = -15.6

Positions of all 21 atoms, in Å:
H 1.495 -1.215 0.727
H 0.447 0.929 1.468
H -3.077 -0.569 2.297
O -2.267 -0.781 1.773
C 0.515 -0.832 -1.286
H 3.214 -0.060 -0.527
H -1.700 1.199 0.051
N 0.057 0.310 0.758
H -0.610 -0.281 1.257
C -0.641 0.226 -1.488
H 2.142 1.385 -0.713
H 1.220 -0.638 -2.086
H -2.227 -1.740 1.690
H 2.786 0.772 0.832
C 1.163 -0.422 0.058
H -1.595 -0.168 -1.815
C 2.353 0.485 -0.139
C -0.660 1.121 -0.270
H -0.325 0.769 -2.385
H 0.205 -1.868 -1.285
H -0.299 2.136 -0.393


Entry B
C5H14NO | ωB97M-V/def2-TZVPD

Summary:
- LUMO energy (eV) = -3.5
- orbital gap (eV) = 10.6
- charge = +1
- HOMO level (eV) = -14.0

Positions of all 21 atoms, in Å:
H -0.790 -1.818 1.708
H -0.121 0.380 -2.245
H 2.587 0.969 -1.434
H 2.614 3.560 -0.780
C -0.206 -1.181 -0.367
H 1.111 3.421 -0.114
H 0.225 0.496 0.747
C 1.701 1.726 -1.565
O -3.060 -2.756 2.770
H -0.444 -2.852 0.496
C 1.950 2.797 -0.404
N -0.881 -1.996 0.698
H -0.472 1.769 -1.292
C 0.242 0.990 -1.423
H 2.255 2.523 0.590
H -2.685 -3.581 3.036
C 0.283 0.034 -0.262
H -1.866 -2.247 0.538
H -0.318 -1.666 -1.345
H -3.934 -2.750 3.189
H 1.810 2.181 -2.541


Entry C
C5H14NO | ωB97M-V/def2-TZVPD

Summary:
- LUMO energy (eV) = -3.3
- orbital gap (eV) = 10.9
- charge = +1
- HOMO level (eV) = -14.2

Positions of all 21 atoms, in Å:
H -0.394 -1.561 0.623
C 2.549 0.388 -1.353
H -4.421 -2.193 1.039
H -2.661 -0.723 0.849
H 2.456 0.395 0.785
H 0.312 1.351 -0.191
H -2.012 0.850 0.920
H 3.094 2.451 -0.780
H 3.238 2.038 -2.483
H 1.615 2.294 -1.652
C -0.514 -0.493 0.553
N -1.941 -0.060 0.467
O -3.787 -1.711 1.599
H 1.984 -0.055 -2.179
H -2.234 0.002 -0.514
C 0.420 0.297 0.065
C 2.627 1.894 -1.597
H 1.946 -1.146 0.017
H -4.282 -1.662 2.419
H 3.512 -0.119 -1.345
C 1.881 -0.056 -0.024


Entry D
C5H14NO | ωB97M-V/def2-TZVPD

Summary:
- LUMO energy (eV) = -9.1
- orbital gap (eV) = 6.4
- charge = +1
- HOMO level (eV) = -15.5

Positions of all 21 atoms, in Å:
C 0.112 -1.734 -0.945
H 0.740 -1.021 1.672
H 1.896 0.074 -0.134
H -0.493 -2.246 -1.696
C 1.224 0.710 0.476
H 0.591 1.184 -0.326
H 0.707 3.232 -2.810
H -1.378 -1.592 0.571
C -0.753 -0.850 -0.024
H 1.851 1.323 1.082
H 0.429 -0.382 -2.280
H -1.429 -0.180 2.717
C -0.746 0.481 2.190
H -1.408 1.178 1.690
H -2.456 -0.108 -0.867
H 0.795 2.492 -2.464
C 0.179 -0.253 1.141
H -0.183 1.012 2.971
O 1.008 -1.036 -1.859
H 0.811 -2.433 -0.490
N -1.498 0.149 -0.616


Top of the stability list: entry A, leading by 0.0355 hartree.